Entry 1:
One molecule with the formula C5H3NO2. Source: the OMol25 dataset; level of theory: the ωB97M-V functional and the def2-TZVPD basis.

Properties
Spin multiplicity: 1
Orbital gap, eV: 8.468
SMILES: O=CC1=CC(=O)C=N1

Each atom is followed by the atoms it is bonded to, with distances in Å.
Atoms and positions in Å:
1 C 2.0781 0.1190 -0.0289  C2 1.483, H6 1.076, O10 1.212
2 C 0.5950 0.1094 -0.0369  C1 1.483, C3 1.323, N9 1.456
3 C -0.1725 -0.9678 -0.0635  C2 1.323, C4 1.507, H7 1.054
4 C -1.5937 -0.4883 0.0792  C3 1.507, C5 1.556, O11 1.203
5 C -1.3690 1.0512 0.0755  C4 1.556, H8 1.126, N9 1.295
6 H 2.5701 1.0743 -0.0880  C1 1.076
7 H 0.1474 -1.9678 0.0248  C3 1.054
8 H -2.2543 1.7465 0.0823  C5 1.126
9 N -0.1223 1.3761 -0.0568  C2 1.456, C5 1.295
10 O 2.7154 -0.9085 0.0571  C1 1.212
11 O -2.5941 -1.1441 -0.0447  C4 1.203



Entry 2:
One molecule with the formula C5H3NO3. Source: the OMol25 dataset; level of theory: the ωB97M-V functional and the def2-TZVPD basis.

Properties
Spin multiplicity: 1
Orbital gap, eV: 8.496
SMILES: O=C(O)C1=CC=NC1=O

Each atom is followed by the atoms it is bonded to, with distances in Å.
Atoms and positions in Å:
1 C -0.1209 1.3717 0.9662  C2 1.514, O10 1.400, O11 1.223
2 C -0.1744 0.0261 0.2752  C1 1.514, C3 1.368, C5 1.610
3 C -0.0561 -0.2137 -1.0666  C2 1.368, C4 1.421, H7 1.082
4 C 0.3001 -1.5749 -1.2644  C3 1.421, H8 1.097, N9 1.352
5 C 0.2956 -1.3986 0.8600  C2 1.610, N9 1.435, O12 1.152
6 H -0.8997 3.0527 0.4941  O10 0.972
7 H -0.2664 0.5634 -1.7888  C3 1.082
8 H 0.3018 -1.8773 -2.3193  C4 1.097
9 N 0.6470 -2.3141 -0.1870  C4 1.352, C5 1.435
10 O -0.6449 2.2490 0.0096  C1 1.400, H6 0.972
11 O 0.2610 1.8000 2.0465  C1 1.223
12 O 0.3569 -1.6844 1.9745  C5 1.152



Entry 3:
One molecule with the formula C5H3NS. Source: the OMol25 dataset; level of theory: the ωB97M-V functional and the def2-TZVPD basis.

Properties
Spin multiplicity: 1
Orbital gap, eV: 8.570
SMILES: C#CC(C#C)=NS

Each atom is followed by the atoms it is bonded to, with distances in Å.
Atoms and positions in Å:
1 C -0.0692 -0.5336 0.0835  C2 1.411, C4 1.524, N9 1.310
2 C -0.2191 0.8673 0.0045  C1 1.411, C3 1.235
3 C -0.4542 2.0794 0.0184  C2 1.235, H7 1.038
4 C 1.4053 -0.9115 0.1583  C1 1.524, C5 1.230
5 C 2.5762 -1.2169 -0.0617  C4 1.230, H8 1.004
6 H -2.5740 0.3476 -0.1302  S10 1.334
7 H -0.5050 3.1161 0.0441  C3 1.038
8 H 3.5658 -1.3613 -0.1455  C5 1.004
9 N -1.0368 -1.4135 0.0117  C1 1.310, S10 1.710
10 S -2.6889 -0.9736 0.0169  H6 1.334, N9 1.710



Entry 4:
One molecule with the formula C5H4. Source: the OMol25 dataset; level of theory: the ωB97M-V functional and the def2-TZVPD basis.

Properties
Spin multiplicity: 1
Orbital gap, eV: 7.532
SMILES: C=C=C=C=C

Each atom is followed by the atoms it is bonded to, with distances in Å.
Atoms and positions in Å:
1 C -1.2588 0.1407 0.0306  C2 1.350, C3 1.278
2 C -2.5975 -0.0263 0.0749  C1 1.350, H6 1.062, H7 1.191
3 C 0.0091 0.2069 -0.1183  C1 1.278, C4 1.283
4 C 1.2652 0.1165 0.1264  C3 1.283, C5 1.255
5 C 2.5154 0.0070 0.0899  C4 1.255, H8 1.185, H9 1.129
6 H -2.9324 -1.0279 0.1865  C2 1.062
7 H -3.1688 1.0087 -0.0714  C2 1.191
8 H 2.6591 -0.9172 -0.6376  C5 1.185
9 H 3.5088 0.4916 0.3190  C5 1.129



What did we get for calculated total energy? Answer: -397.494097 -472.749004 -645.082764 -192.722424 a.u., in the order shown.
What did we get for LUMO energy? Answer: -1.99 -1.98 -0.43 -0.40 eV, in the order shown.